Computed, not measured: one molecule with the formula C3H4N2S at a distorted geometry, with the ωB97M-V functional and the def2-TZVPD basis.

Computed properties:
* highest occupied orbital energy (spin up / spin down): -8.54 / -8.54 eV
* charge: 0
* HOMO-LUMO gap (spin up / spin down): 7.79 / 7.79 eV

Last columns: bonded neighbours and bond lengths (Å).
Element x y z (Å)
1 C -0.40818 0.82798 0.35653  C2 1.333, N5 1.203
2 C -0.81299 1.92255 -0.28674  C1 1.333, S6 1.668
3 C 0.43229 -1.12385 1.67186  N5 1.402, H7 1.069, H8 1.185, H9 1.165
4 N -0.23479 0.35221 -2.60022  S6 1.597, H10 0.931
5 N -0.13429 0.09391 1.26963  C1 1.203, C3 1.402
6 S -0.66575 1.73974 -1.93775  C2 1.668, N4 1.597
7 H 0.30529 -1.47200 2.67479  C3 1.069
8 H 0.05680 -1.95840 0.91868  C3 1.185
9 H 1.56188 -0.98989 1.41854  C3 1.165
10 H -0.10024 0.60774 -3.48531  N4 0.931

Atom charges from the natural (NBO) analysis, given in e for atoms 1 to 6: atom 1 (C): 0.47, atom 2 (C): -0.65, atom 3 (C): -0.43, atom 4 (N): -0.96, atom 5 (N): -0.38, atom 6 (S): 0.94